1.
# C24H57BCl2IN4O2

A cluster of 4 separate species, C24H57BCl2IN4O2 in total in a non-equilibrium geometry (ωB97M-V with the def2-TZVPD basis set, OMol25).

Structure (XYZ):
```
91
Properties=species:S:1:pos:R:3:forces:R:3
H 7.1281 -1.5967 5.3307 -0.01 0.00 -0.01
C 5.7465 -0.8925 1.4834 0.01 -0.04 0.06
C 6.1816 0.4445 2.0626 0.03 -0.13 -0.11
H -3.2926 1.6627 -7.8859 0.01 -0.01 0.01
H -3.3535 0.6373 -4.6380 0.00 -0.01 0.00
H -4.3083 2.2135 -6.5602 0.01 -0.01 0.03
H -5.6143 -2.9761 4.6173 -0.04 -0.01 0.00
C -2.1572 4.6577 -5.0585 0.10 0.10 0.09
H -6.8890 -0.2355 4.1236 0.04 0.02 -0.01
H 4.6607 -0.9460 1.4014 0.06 -0.02 0.02
C -4.0037 -2.4264 2.3925 0.01 -0.06 -0.18
H -4.2992 5.1070 -5.1721 0.00 -0.03 0.01
C -2.1581 2.5023 -6.2472 0.07 -0.20 -0.07
H -1.2658 4.9157 -5.6370 -0.01 -0.05 -0.04
C 0.3276 -3.5409 1.2871 -0.36 0.34 0.05
C 5.7234 -0.2606 4.3705 -0.09 -0.22 0.05
I 2.0686 -0.3295 0.0756 -0.03 0.59 0.78
H 1.8808 1.6122 -2.0549 -0.17 -0.26 0.18
C 1.7352 -0.7404 -3.8250 -0.02 -0.73 -0.80
H -2.4993 -3.6247 3.4328 -0.03 -0.01 0.06
H -1.8475 1.4768 -6.0331 -0.04 0.00 0.05
H -3.2152 -1.8630 1.8879 0.02 0.03 0.05
C -3.4290 -3.7594 2.8814 0.07 -0.05 -0.06
C 1.9721 0.7606 -3.9140 -0.24 -0.10 0.46
H 0.1289 -2.1919 -3.9888 -0.08 -0.09 -0.55
C -3.1800 -1.6768 5.4738 0.08 0.04 0.01
H -4.2546 0.0017 4.6840 -0.05 -0.04 0.00
H 7.8625 2.3390 3.2855 -0.01 -0.03 -0.02
C 5.7345 2.1222 3.7589 -0.10 0.12 -0.03
H -6.4497 -2.4985 3.1468 0.07 -0.05 -0.05
H 5.1003 2.2961 4.6335 0.02 -0.06 0.03
N -2.2455 3.2127 -4.9862 -0.05 0.14 -0.06
H -6.1266 -0.7496 5.6356 0.00 0.01 0.00
H 0.3870 -4.6185 1.3337 0.21 -0.26 0.04
B 1.3383 -1.5558 -1.6894 -0.11 -0.63 -1.42
H -1.3302 2.9298 -6.8184 -0.01 0.09 0.04
H -3.2434 6.4953 -5.4010 0.01 -0.01 0.01
H -1.9591 5.0191 -4.0449 -0.04 -0.05 0.03
C 7.1509 -0.6550 4.7773 -0.01 -0.01 0.11
C 1.0764 -3.0800 -1.1645 0.25 0.46 0.36
N -4.6344 -1.5511 3.3697 0.03 -0.01 -0.10
H -3.1974 -4.3897 2.0212 0.02 0.03 -0.02
H -3.1357 3.2873 -3.1271 0.03 0.08 -0.04
H -2.3785 -2.3499 5.1750 -0.05 -0.06 -0.01
H 7.1580 3.7050 4.1417 -0.02 0.00 -0.01
H 0.7483 -3.6728 -2.0048 0.00 -0.08 -0.32
H 5.2031 -1.1625 4.0402 0.03 0.01 -0.07
H -4.2850 2.9496 -4.4147 -0.01 0.00 0.02
H 6.0984 -1.7349 2.0831 0.01 0.01 0.00
N 1.3522 1.6094 -2.9132 0.17 0.53 -0.41
O 0.0768 -1.1009 -2.2796 -0.11 0.27 0.30
H -0.3996 -0.4651 -4.1877 -0.27 -0.11 -0.14
H -4.1306 -4.3077 3.5129 -0.02 0.04 0.02
Cl -1.4016 -4.1623 -0.6715 -0.20 0.05 -0.05
C -3.4103 2.4463 -7.1342 0.04 0.01 -0.09
H 0.4014 1.3269 -2.7261 0.03 -0.12 0.24
H 1.2528 -3.0883 1.6157 0.28 0.06 -0.04
H 5.3183 2.7535 2.9679 0.03 -0.05 -0.05
H 5.1747 0.0699 5.2568 0.02 0.10 -0.01
H -2.7646 -0.9920 6.2164 0.00 0.01 -0.01
C -3.3586 5.4309 -5.6189 0.04 0.08 -0.05
Cl 2.5951 -3.9032 -0.6144 -0.08 -0.11 -0.05
C -6.6485 -1.0997 4.7443 -0.03 -0.02 0.03
H -2.9046 -0.4697 3.7077 0.00 -0.08 -0.07
C -0.0362 -3.0825 -0.1117 0.30 -0.55 0.28
N 5.5608 0.7459 3.3408 0.07 0.12 0.07
C -5.8292 -2.1160 3.9617 -0.04 0.02 0.11
C -3.7357 -0.8759 4.2881 0.03 0.18 0.15
H 7.6159 0.0871 5.4259 0.04 0.04 -0.06
C 0.2785 -1.1561 -3.6892 0.22 0.52 0.97
C 7.1552 2.6146 4.0680 -0.01 0.08 0.08
H -3.9532 -2.2657 5.9703 -0.02 0.01 -0.01
H -4.7473 -2.6371 1.6177 -0.06 0.01 0.05
H -7.5844 -1.5550 5.0727 0.00 -0.01 0.00
H 7.2840 0.4715 2.1144 0.00 0.02 -0.02
C -3.2602 2.7385 -4.0643 -0.05 -0.14 0.02
H -3.4394 5.3328 -6.7010 -0.04 -0.05 0.00
H -3.8529 0.9724 -2.9870 0.00 0.00 0.01
H 2.1533 -1.1419 -4.7596 0.05 -0.15 0.02
H 3.0474 0.9046 -3.8724 0.22 0.16 -0.08
H -0.4791 -2.1004 -0.0457 -0.14 0.22 -0.25
C -3.1401 1.2530 -3.7630 -0.01 -0.02 0.01
H 7.7956 -0.8031 3.9102 -0.02 0.00 -0.03
H -3.5800 3.3805 -7.6685 -0.06 0.03 0.05
H 1.6204 1.0701 -4.9008 0.04 0.05 -0.21
H 6.1602 -1.0110 0.4814 -0.01 0.01 -0.01
O 2.3377 -1.4090 -2.7443 0.07 0.11 0.47
H 7.5241 2.2288 5.0181 0.03 -0.06 -0.02
H -0.4520 -3.2010 1.9645 -0.17 -0.10 0.14
H 5.8853 1.2286 1.3608 -0.01 0.07 0.06
H -2.1397 1.0088 -3.4048 0.01 -0.01 0.00
```
Positions in Å, forces in eV/Å.

Values from the calculation:
HOMO: -0.186 Ha
HOMO-LUMO gap: 7.67 eV
Net charge: -1

***

2.
# C4H14N3

A cluster of 2 separate species, C4H14N3 in total in a non-equilibrium geometry (ωB97M-V with the def2-TZVPD basis set, OMol25).

Structure (XYZ):
```
21
Properties=species:S:1:pos:R:3:forces:R:3
H 0.8341 1.6351 -1.6846 -0.51 -0.65 0.14
H -0.8861 -1.5004 1.6064 -1.83 0.49 -0.70
C 1.2554 1.4240 -0.6978 -1.53 3.43 1.23
C 1.0138 0.0959 -0.0948 -2.10 -1.39 0.79
H -2.8432 0.5512 -0.3240 -1.29 0.62 0.57
H 1.1992 0.4139 2.1065 0.12 0.52 -0.49
H 0.9023 -1.9172 -0.5497 0.15 0.33 -0.26
H 2.6565 -0.1577 1.1478 -0.80 -0.01 0.65
N -1.0142 0.2621 0.5551 1.31 -0.74 0.79
N 0.8671 -0.9740 -0.9216 -0.41 0.52 -1.95
N -1.4722 -1.1526 0.7929 1.90 0.31 -0.83
H 0.8156 2.2993 0.0181 1.01 -2.23 -1.54
H -2.5116 -1.1492 0.8136 0.76 -0.30 0.91
H 0.4330 -0.8414 -1.8975 1.25 -0.31 2.19
H -1.2122 -1.8067 -0.0100 -0.29 0.88 0.57
C -1.8054 0.6884 -0.5232 -0.34 0.81 -2.25
H 2.2784 1.7368 -0.8807 0.57 -0.66 0.58
H -1.7773 0.0844 -1.4473 0.81 -0.47 -0.27
H 1.3330 -1.1933 1.6144 -0.35 -1.88 0.15
C 1.5439 -0.2226 1.2943 1.69 1.61 -1.38
H -1.6098 1.7240 -0.9179 -0.12 -0.88 1.10
```
Positions in Å, forces in eV/Å.

Values from the calculation:
HOMO: -0.460 Ha
HOMO-LUMO gap: 9.12 eV
Net charge: +1

***

3.
# H3NP2

An isolated molecule of H3NP2 in a non-equilibrium geometry (ωB97M-V with the def2-TZVPD basis set, OMol25).

Structure (XYZ):
```
6
Properties=species:S:1:pos:R:3:forces:R:3
N -0.9284 -1.4703 -0.1047 -1.28 -2.34 -0.28
H -0.6656 0.4715 1.6290 -0.22 -0.65 -0.91
H -0.8766 0.9838 -0.6186 0.29 -0.76 1.04
P 1.7084 -0.0982 0.0267 0.53 0.22 -0.06
P -0.3914 -0.0820 0.2971 -0.07 3.59 0.93
H 1.1537 0.1952 -1.2294 0.75 -0.06 -0.72
```
Positions in Å, forces in eV/Å.

Values from the calculation:
HOMO (alpha / beta): -0.337 / -0.315 Ha
HOMO-LUMO gap (alpha / beta): 7.20 / 6.95 eV